[1]
{"formula": "C12H30BrNO9Sr", "method": "wB97M-V/def2-TZVPD", "species": ["Sr", "Br", "N", "O", "O", "O", "C", "O", "C", "C", "O", "C", "H", "H", "H", "H", "H", "H", "H", "H", "H", "H", "C", "O", "C", "C", "O", "C", "H", "H", "H", "H", "H", "H", "H", "H", "H", "H", "C", "O", "C", "C", "O", "C", "H", "H", "H", "H", "H", "H", "H", "H", "H", "H"], "xyz": [[9.193, 9.287, 16.568], [8.078, 8.515, 19.234], [9.628, 9.446, 13.107], [10.632, 9.209, 12.412], [8.466, 9.194, 12.691], [9.775, 9.998, 14.262], [11.193, 6.886, 18.287], [11.267, 8.101, 17.557], [12.135, 9.014, 18.240], [12.621, 10.039, 17.229], [11.475, 10.632, 16.668], [11.704, 11.806, 15.908], [12.198, 6.456, 18.328], [10.553, 6.145, 17.812], [10.798, 6.998, 19.298], [12.956, 8.509, 18.750], [11.468, 9.500, 18.966], [13.235, 9.562, 16.454], [13.306, 10.758, 17.692], [10.750, 12.261, 15.659], [12.194, 11.565, 14.964], [12.312, 12.505, 16.487], [6.510, 10.737, 14.689], [7.127, 10.858, 15.979], [7.097, 12.223, 16.356], [7.550, 12.246, 17.800], [8.840, 11.671, 17.854], [9.494, 11.900, 19.098], [6.527, 9.732, 14.281], [7.058, 11.353, 13.972], [5.479, 11.097, 14.758], [6.141, 12.739, 16.245], [7.822, 12.783, 15.750], [6.826, 11.632, 18.351], [7.571, 13.247, 18.240], [9.349, 12.938, 19.407], [10.532, 11.643, 18.908], [9.102, 11.273, 19.901], [11.139, 6.733, 14.670], [9.939, 7.020, 15.367], [8.869, 6.189, 14.954], [7.690, 6.255, 15.917], [7.267, 7.616, 16.021], [5.935, 7.651, 16.532], [11.860, 7.526, 14.883], [10.990, 6.772, 13.592], [11.608, 5.838, 15.087], [9.249, 5.155, 14.979], [8.546, 6.316, 13.915], [8.000, 5.931, 16.911], [6.960, 5.628, 15.401], [5.214, 7.355, 15.766], [5.705, 8.677, 16.817], [5.867, 7.025, 17.422]], "atomic_forces_ev_per_a": [[-0.22, 0.18, -0.16], [0.11, -0.01, 0.04], [-0.41, -0.01, -0.96], [-0.85, 0.15, 0.88], [1.36, 0.16, 0.74], [-0.09, -0.36, -0.50], [0.23, -0.78, 0.22], [0.54, -0.39, 0.22], [-0.92, 0.69, -0.36], [0.44, -0.56, -0.02], [-0.31, 0.17, 0.32], [0.26, -0.03, -0.28], [0.03, -0.06, 0.12], [-0.11, 0.39, -0.44], [0.04, 0.42, 0.00], [0.03, -0.08, -0.11], [0.51, 0.13, 0.32], [-0.22, -0.17, -0.13], [-0.35, 0.25, 0.24], [-0.12, -0.10, 0.18], [0.12, -0.05, 0.02], [0.01, 0.09, 0.00], [-0.04, 0.38, -0.40], [-0.83, -0.01, -0.68], [1.34, 0.43, 0.68], [-0.60, -0.37, -0.07], [0.10, 0.15, 0.08], [-0.21, -0.21, -0.08], [0.23, -0.21, 0.49], [-0.03, 0.02, 0.00], [-0.02, -0.06, -0.01], [-0.32, -0.49, -0.03], [-0.02, -0.05, -0.14], [0.20, 0.00, 0.29], [-0.05, 0.11, -0.22], [0.35, 0.15, -0.14], [0.16, 0.26, 0.25], [-0.11, -0.23, -0.17], [0.68, 0.82, 0.40], [-0.62, 0.37, -0.19], [0.26, -1.18, 0.38], [1.36, 0.86, -1.06], [-0.52, -0.60, -0.31], [-0.04, 0.58, 0.15], [-0.29, 0.19, 0.08], [-0.05, -0.49, -0.04], [-0.29, -0.40, -0.48], [-0.19, -0.08, 0.11], [0.13, 0.74, 0.03], [-0.34, -0.37, 0.08], [-0.48, -0.05, 0.63], [0.11, -0.25, -0.04], [0.16, 0.00, 0.06], [-0.10, -0.02, 0.00]], "nbo_charge": [1.7910, -0.9219, 0.7108, -0.4737, -0.5073, -0.6902, -0.2600, -0.6017, -0.0920, -0.0824, -0.5952, -0.2456, 0.1658, 0.2022, 0.2076, 0.1958, 0.1969, 0.1839, 0.1830, 0.2072, 0.1975, 0.1683, -0.2626, -0.5928, -0.0825, -0.0848, -0.5921, -0.2546, 0.2269, 0.1929, 0.1659, 0.1880, 0.1779, 0.1985, 0.1792, 0.1700, 0.1884, 0.2100, -0.2618, -0.5988, -0.0828, -0.0936, -0.6039, -0.2547, 0.2032, 0.2088, 0.1731, 0.1726, 0.1988, 0.1997, 0.1924, 0.1721, 0.2076, 0.1987], "charge": 0, "spin_multiplicity": 1}

=====

[2]
{"formula": "H22O11", "method": "wB97M-V/def2-TZVPD", "species": ["O", "H", "H", "O", "H", "H", "O", "H", "H", "O", "H", "H", "O", "H", "H", "O", "H", "H", "O", "H", "H", "O", "H", "H", "O", "H", "H", "O", "H", "H", "O", "H", "H"], "xyz": [[0.573, 6.119, -1.544], [1.478, 5.866, -1.726], [0.144, 5.304, -1.283], [1.802, 0.043, -5.078], [1.128, -0.081, -4.409], [1.750, -0.745, -5.620], [-0.504, -4.972, -3.085], [-0.320, -5.893, -2.900], [-1.459, -4.920, -3.120], [-3.866, -0.020, 5.094], [-4.108, -0.099, 4.171], [-3.014, -0.453, 5.156], [-3.664, 3.625, 0.464], [-3.106, 3.251, -0.218], [-4.168, 4.304, 0.015], [-4.760, -3.167, 0.262], [-4.686, -3.526, -0.622], [-5.435, -3.699, 0.682], [3.693, 2.650, 1.709], [3.717, 3.502, 2.144], [4.035, 2.818, 0.832], [1.038, -4.481, 1.534], [0.535, -4.605, 0.729], [0.706, -5.153, 2.130], [5.013, 2.770, -2.761], [4.410, 2.250, -3.293], [5.881, 2.440, -2.992], [0.991, -1.176, 5.124], [1.397, -0.319, 5.250], [1.259, -1.442, 4.244], [-0.227, 0.099, -0.645], [0.530, 0.249, -0.078], [-0.761, -0.537, -0.169]], "atomic_forces_ev_per_a": [[-0.10, 0.22, -0.02], [0.25, -0.03, -0.07], [-0.14, -0.19, 0.09], [0.18, 0.21, -0.04], [-0.19, -0.01, 0.24], [0.02, -0.19, -0.15], [0.14, 0.18, 0.04], [0.11, -0.25, 0.02], [-0.24, 0.06, -0.04], [-0.15, 0.07, 0.18], [-0.09, 0.03, -0.24], [0.26, -0.10, 0.07], [0.00, -0.06, 0.21], [0.17, -0.16, -0.15], [-0.15, 0.19, -0.07], [0.17, 0.15, 0.08], [0.02, -0.04, -0.23], [-0.18, -0.10, 0.16], [-0.12, -0.22, 0.11], [-0.01, 0.20, 0.14], [0.12, 0.00, -0.30], [0.15, 0.17, 0.06], [-0.10, 0.02, -0.27], [-0.05, -0.15, 0.20], [-0.05, 0.19, 0.23], [-0.23, -0.15, -0.17], [0.23, -0.06, -0.04], [-0.19, -0.11, 0.15], [0.10, 0.23, 0.07], [0.08, -0.13, -0.24], [-0.06, 0.12, -0.27], [0.24, 0.07, 0.14], [-0.17, -0.17, 0.11]], "nbo_charge": [-0.9358, 0.4684, 0.4673, -0.9422, 0.4733, 0.4689, -0.9344, 0.4682, 0.4664, -0.9377, 0.4676, 0.4700, -0.9347, 0.4676, 0.4672, -0.9345, 0.4652, 0.4695, -0.9418, 0.4684, 0.4734, -0.9376, 0.4695, 0.4682, -0.9443, 0.4750, 0.4694, -0.9398, 0.4693, 0.4705, -0.9435, 0.4725, 0.4708], "charge": 0, "smiles": "O.O.O.O.O.O.O.O.O.O.O", "spin_multiplicity": 1}

=====

[3]
{"formula": "C21H19FN4O", "method": "wB97M-V/def2-TZVPD", "species": ["C", "C", "C", "C", "C", "C", "N", "N", "C", "C", "C", "C", "C", "F", "C", "C", "C", "C", "N", "C", "C", "C", "C", "C", "N", "C", "O", "H", "H", "H", "H", "H", "H", "H", "H", "H", "H", "H", "H", "H", "H", "H", "H", "H", "H", "H"], "xyz": [[-5.534, -1.557, -0.457], [-4.074, -1.781, -0.293], [-3.365, -2.811, 0.253], [-2.000, -2.471, 0.130], [-1.964, -1.248, -0.488], [-0.841, -0.426, -0.841], [0.393, -0.842, -0.597], [1.213, 0.123, -1.015], [2.586, 0.004, -0.821], [3.488, 0.917, -1.359], [4.844, 0.766, -1.129], [5.323, -0.288, -0.370], [4.409, -1.187, 0.150], [4.860, -2.221, 0.890], [3.052, -1.065, -0.059], [0.515, 1.169, -1.529], [-0.820, 0.869, -1.435], [-1.975, 1.761, -1.778], [-2.822, 2.141, -0.659], [-2.153, 2.825, 0.436], [-1.229, 1.953, 1.253], [-1.711, 0.848, 1.946], [-0.820, 0.016, 2.602], [0.531, 0.322, 2.542], [1.002, 1.387, 1.916], [0.143, 2.177, 1.299], [-3.228, -0.828, -0.744], [-6.081, -2.407, -0.059], [-5.847, -0.654, 0.068], [-5.784, -1.433, -1.510], [-3.770, -3.702, 0.689], [-1.150, -3.037, 0.446], [3.143, 1.742, -1.961], [5.537, 1.479, -1.548], [6.376, -0.417, -0.182], [2.352, -1.771, 0.355], [0.989, 2.050, -1.908], [-2.624, 1.266, -2.507], [-1.586, 2.680, -2.228], [-3.304, 1.319, -0.312], [-2.939, 3.227, 1.085], [-1.593, 3.665, 0.014], [-2.772, 0.638, 1.965], [-1.166, -0.854, 3.137], [1.273, -0.306, 3.016], [0.577, 3.038, 0.803]], "atomic_forces_ev_per_a": [[0.29, 0.23, -0.11], [-0.28, -0.85, 0.45], [-0.48, 0.45, -0.24], [0.19, 0.82, -0.41], [0.29, -1.29, 0.63], [0.63, 0.78, -0.46], [-0.31, -0.54, 0.25], [-0.82, 0.37, -0.30], [1.03, -0.24, 0.22], [-0.29, 0.01, -0.04], [-0.05, -0.10, 0.08], [0.02, -0.16, 0.12], [-0.02, 0.22, -0.17], [-0.06, 0.08, -0.05], [0.04, 0.00, 0.02], [-0.38, -0.22, -0.14], [0.33, -0.13, -0.20], [-0.07, -0.05, -0.04], [-0.30, -0.04, 0.03], [-0.12, -0.02, 0.08], [0.07, -0.03, 0.23], [0.18, 0.22, 0.06], [-0.03, 0.09, 0.02], [-0.17, -0.25, 0.19], [0.52, 0.14, 0.00], [-0.33, 0.10, 0.08], [0.00, 0.32, -0.21], [-0.02, -0.03, 0.02], [-0.09, 0.02, 0.03], [-0.09, -0.01, -0.05], [-0.17, -0.16, 0.07], [0.25, -0.09, 0.05], [-0.05, 0.08, -0.07], [0.05, 0.06, -0.04], [0.10, -0.04, 0.03], [0.01, -0.08, 0.07], [0.14, 0.19, -0.02], [0.11, 0.14, -0.03], [-0.06, -0.09, -0.09], [0.00, 0.15, -0.08], [0.16, 0.09, -0.05], [-0.04, 0.04, 0.10], [-0.11, -0.06, -0.02], [-0.01, -0.10, 0.05], [0.00, -0.13, 0.09], [-0.06, 0.11, -0.11]], "nbo_charge": [-0.6525, 0.2923, -0.3172, -0.2582, 0.2396, 0.0927, -0.2504, -0.1925, 0.2608, -0.2684, -0.1753, -0.3015, 0.4201, -0.3229, -0.3220, -0.0265, -0.1170, -0.2424, -0.6099, -0.2466, -0.0731, -0.1757, -0.2482, 0.0288, -0.4233, 0.0336, -0.4232, 0.2311, 0.2235, 0.2275, 0.2279, 0.2377, 0.2117, 0.2185, 0.2299, 0.2595, 0.2194, 0.2167, 0.1967, 0.3653, 0.2089, 0.1956, 0.2102, 0.2202, 0.1935, 0.1850], "charge": 0, "smiles": "Cc1ccc(-c2nn(-c3cccc(F)c3)cc2CNCc2cccnc2)o1", "spin_multiplicity": 1}

=====

What are the energy relative to the best compared isomer or geometry (same formula, charge and spin) values for these records? In order: 10.8 259.4 78.1 kJ/mol.
What are the DFT total energy values for these records? In order: -3811.8259 -840.7813 -1205.7484 Eh.